Entry 1:
DFT (ωB97M-V/def2-TZVPD) results for a cluster of 2 separate species, C25H27F4 in total in a non-equilibrium geometry.

The geometry in XYZ format:
```
56
Properties=species:S:1:pos:R:3
C -6.952 -2.641 1.319
C -6.306 -1.492 1.579
C -6.957 -0.165 1.274
C -4.896 -1.496 2.160
C -3.772 -1.383 1.121
C -2.379 -1.381 1.735
C -1.272 -1.260 0.671
C 0.154 -1.280 1.195
C 0.768 -2.597 1.592
C 0.881 -0.148 1.287
H -6.491 -3.604 1.540
H -7.956 -2.636 0.891
H -6.323 0.668 1.592
H -7.157 -0.055 0.198
H -7.928 -0.072 1.781
H -4.806 -0.653 2.858
H -4.754 -2.427 2.724
H -3.854 -2.216 0.409
H -3.907 -0.464 0.533
H -2.291 -0.546 2.444
H -2.234 -2.301 2.317
H -1.387 -2.091 -0.043
H -1.422 -0.328 0.108
H 0.123 -3.439 1.308
H 1.745 -2.738 1.106
H 0.947 -2.648 2.679
H 1.886 -0.165 1.708
H 0.438 0.820 1.054
F -0.773 1.424 -4.436
C -0.230 0.385 -3.712
C -0.800 -0.880 -3.865
C -0.225 -1.904 -3.107
F -0.797 -3.157 -3.178
C 0.867 -1.715 -2.276
C 1.419 -0.411 -2.114
C 2.492 -0.178 -1.193
C 3.252 0.992 -1.161
C 4.334 1.212 -0.307
C 5.017 2.458 -0.161
C 6.182 2.551 0.659
C 6.833 3.766 0.801
F 7.953 3.831 1.601
C 6.412 4.939 0.167
C 5.278 4.831 -0.637
F 4.840 5.963 -1.289
C 4.573 3.646 -0.815
C 0.843 0.648 -2.872
H -1.632 -1.060 -4.536
H 1.316 -2.561 -1.753
H 2.800 -1.022 -0.568
H 3.002 1.784 -1.870
H 4.722 0.372 0.276
H 6.552 1.659 1.162
H 6.940 5.879 0.293
H 3.689 3.627 -1.451
H 1.240 1.660 -2.797
```

Gap between HOMO and LUMO = 4.38 eV
Total charge = +1
Multiplicity = 1

Results of the natural (NBO) charge analysis, in e, for atoms 1 through 2: atom 1 (C): -0.408, atom 2 (C): 0.029

Entry 2:
DFT (ωB97M-V/def2-TZVPD) results for the molecule C25H27FN6O2 in a non-equilibrium geometry.

The geometry in XYZ format:
```
61
Properties=species:S:1:pos:R:3
C -8.482 -0.467 0.059
O -7.599 -1.169 0.902
C -6.268 -1.088 0.669
C -5.456 -1.830 1.547
C -4.095 -1.825 1.408
C -3.479 -1.081 0.392
C -2.068 -1.046 0.195
C -1.506 -0.314 -0.796
C -0.015 -0.196 -1.026
C 0.684 -1.504 -0.896
N 0.192 -2.676 -0.562
N 1.195 -3.542 -0.634
N 2.269 -2.977 -0.991
N 2.002 -1.681 -1.170
C 2.991 -0.720 -1.572
C 4.281 -0.904 -0.815
C 5.499 -0.832 -1.478
C 6.689 -0.970 -0.787
C 6.643 -1.188 0.577
F 7.799 -1.323 1.259
C 5.445 -1.270 1.263
C 4.265 -1.124 0.557
N 0.653 0.802 -0.183
C 0.315 2.182 -0.510
C 1.586 3.017 -0.682
C 2.324 3.304 0.623
C 2.622 2.058 1.455
C 1.368 1.474 2.108
C 0.580 0.493 1.232
C -2.338 0.460 -1.707
O -1.921 1.144 -2.631
N -3.693 0.379 -1.477
C -4.295 -0.342 -0.484
C -5.684 -0.346 -0.344
H -9.481 -0.688 0.431
H -8.400 -0.806 -0.978
H -8.309 0.612 0.106
H -5.943 -2.399 2.322
H -3.476 -2.401 2.079
H -1.455 -1.655 0.840
H 0.117 0.144 -2.064
H 2.567 0.269 -1.365
H 3.171 -0.820 -2.648
H 5.521 -0.667 -2.545
H 7.641 -0.917 -1.291
H 5.444 -1.445 2.326
H 3.326 -1.191 1.084
H -0.329 2.627 0.258
H -0.237 2.205 -1.452
H 1.316 3.966 -1.150
H 2.255 2.491 -1.368
H 3.265 3.804 0.383
H 1.732 3.997 1.226
H 3.110 1.305 0.836
H 3.322 2.339 2.245
H 0.720 2.300 2.410
H 1.646 0.941 3.019
H -0.464 0.470 1.592
H 0.989 -0.514 1.359
H -4.275 0.901 -2.122
H -6.276 0.232 -1.036
```

SMILES = COc1ccc2cc([C@H](c3nnnn3Cc3ccc(F)cc3)N3CCCCCC3)c(=O)[nH]c2c1
Gap between HOMO and LUMO = 8.54 eV
ΔE to the lowest compared entry with this formula, charge and spin = 49.7 kcal/mol
Multiplicity = 1

Results of the natural (NBO) charge analysis, in e, for atoms 1 through 2: atom 1 (C): -0.255, atom 2 (O): -0.481

Entry 3:
DFT (ωB97M-V/def2-TZVPD) results for a structure of composition C25H27IrN2O5S4 in a non-equilibrium geometry.

The geometry in XYZ format:
```
64
Properties=species:S:1:pos:R:3
Ir -0.661 0.453 -1.712
O 0.769 -4.605 -5.260
C 0.527 -3.513 -4.493
C -0.188 -2.424 -4.972
C -0.397 -1.367 -4.123
N 0.068 -1.350 -2.870
C 0.827 -2.368 -2.426
C 1.047 -3.484 -3.208
C 1.619 -2.185 -1.113
O 1.819 -3.208 -0.438
O 1.937 -0.982 -0.904
C -1.068 -0.096 -4.594
O -1.510 -0.040 -5.728
O -1.044 0.847 -3.711
H 0.377 -4.468 -6.126
H -0.581 -2.368 -5.982
H 1.643 -4.297 -2.813
S -2.574 1.527 -1.104
S -2.210 4.502 -0.938
S -3.365 4.545 -2.557
S -3.628 2.730 -3.313
C -2.800 -4.011 0.169
C -2.107 -2.923 0.954
C -1.968 -3.004 2.338
C -1.316 -1.998 3.047
C -1.156 -2.084 4.547
C -0.793 -0.910 2.367
C -0.890 -0.800 0.966
C -1.576 -1.833 0.294
N -0.344 0.238 0.217
C 0.495 1.317 0.812
C -0.322 2.229 1.755
C 0.567 3.371 2.274
C 1.781 2.795 3.012
C 2.605 1.930 2.049
C 3.082 2.779 0.867
C 1.863 3.353 0.140
C 1.048 4.228 1.098
C 0.984 2.193 -0.362
C 1.750 0.766 1.534
H -3.244 -4.755 0.831
H -2.089 -4.519 -0.488
H -3.589 -3.593 -0.460
H -2.361 -3.867 2.870
H -1.671 -2.958 4.948
H -1.559 -1.195 5.038
H -0.100 -2.161 4.819
H -0.312 -0.142 2.950
H -1.676 -1.785 -0.782
H -0.729 1.666 2.597
H -1.172 2.635 1.197
H -0.021 3.987 2.959
H 1.452 2.189 3.866
H 2.397 3.612 3.407
H 3.468 1.519 2.575
H 3.665 2.157 0.181
H 3.729 3.592 1.216
H 2.184 3.945 -0.719
H 0.192 4.656 0.570
H 1.665 5.056 1.465
H 1.569 1.568 -1.049
H 0.118 2.637 -0.881
H 1.476 0.127 2.371
H 2.298 0.144 0.826
```

Gap between HOMO and LUMO (spin up / spin down) = 6.95 / 6.17 eV
Total charge = -1
ΔE to the lowest compared entry with this formula, charge and spin = 0.0 kcal/mol
Multiplicity = 6

Results of the natural (NBO) charge analysis, in e, for atoms 1 through 2: atom 1 (Ir): 1.038, atom 2 (O): -0.654

Entry 4:
DFT (ωB97M-V/def2-TZVPD) results for a structure of composition C25H27N3O4RuSbSe4 in a non-equilibrium geometry.

The geometry in XYZ format:
```
65
Properties=species:S:1:pos:R:3
Ru -2.383 0.201 -0.328
O -2.798 4.181 0.186
C -2.837 2.983 0.194
O -2.082 2.165 -0.542
C -3.794 2.242 1.104
C -4.720 2.783 1.972
C -5.523 1.913 2.703
C -5.394 0.532 2.553
C -4.449 0.066 1.667
N -3.694 0.925 0.990
C -4.141 -1.370 1.293
O -4.861 -2.284 1.629
O -3.062 -1.494 0.547
H -4.797 3.859 2.051
H -6.260 2.309 3.390
H -6.009 -0.175 3.095
C 2.881 1.235 4.356
C 2.788 -0.019 3.474
C 2.640 -1.265 4.363
C 4.073 -0.143 2.657
C 1.551 0.075 2.588
C 0.302 0.346 3.139
C -0.812 0.395 2.332
N -0.752 0.204 1.012
C 0.442 -0.050 0.455
C 1.594 -0.131 1.215
C 0.430 -0.240 -1.023
C 1.591 -0.289 -1.765
C 1.552 -0.411 -3.150
C 0.289 -0.521 -3.724
C -0.836 -0.467 -2.935
N -0.789 -0.320 -1.604
C 2.804 -0.368 -4.019
C 4.082 -0.288 -3.187
C 2.715 0.884 -4.910
C 2.859 -1.623 -4.901
H 3.799 1.196 4.945
H 2.047 1.308 5.055
H 2.904 2.145 3.752
H 3.526 -1.374 4.991
H 2.536 -2.170 3.760
H 1.770 -1.188 5.018
H 4.928 -0.143 3.333
H 4.198 0.695 1.966
H 4.109 -1.077 2.090
H 0.182 0.521 4.199
H -1.789 0.595 2.750
H 2.530 -0.361 0.733
H 2.540 -0.208 -1.260
H 0.164 -0.627 -4.793
H -1.823 -0.521 -3.369
H 4.119 0.621 -2.580
H 4.943 -0.267 -3.856
H 4.197 -1.156 -2.532
H 2.595 1.788 -4.310
H 1.878 0.824 -5.607
H 3.633 0.981 -5.493
H 2.957 -2.527 -4.294
H 3.725 -1.565 -5.563
H 1.970 -1.726 -5.525
Se -7.194 -2.101 -2.474
Sb -4.786 -2.309 -1.920
Se -3.367 -3.161 -3.766
Se -4.696 -4.129 -0.232
Se -4.194 0.096 -1.891
```

Gap between HOMO and LUMO (spin up / spin down) = 7.38 / 5.47 eV
Total charge = +1
Multiplicity = 5

Results of the natural (NBO) charge analysis, in e, for atoms 1 through 2: atom 1 (Ru): 0.910, atom 2 (O): -0.550

What did the third record say?
DFT (ωB97M-V/def2-TZVPD) results for a structure of composition C25H27IrN2O5S4 in a non-equilibrium geometry.

The geometry in XYZ format:
```
64
Properties=species:S:1:pos:R:3
Ir -0.661 0.453 -1.712
O 0.769 -4.605 -5.260
C 0.527 -3.513 -4.493
C -0.188 -2.424 -4.972
C -0.397 -1.367 -4.123
N 0.068 -1.350 -2.870
C 0.827 -2.368 -2.426
C 1.047 -3.484 -3.208
C 1.619 -2.185 -1.113
O 1.819 -3.208 -0.438
O 1.937 -0.982 -0.904
C -1.068 -0.096 -4.594
O -1.510 -0.040 -5.728
O -1.044 0.847 -3.711
H 0.377 -4.468 -6.126
H -0.581 -2.368 -5.982
H 1.643 -4.297 -2.813
S -2.574 1.527 -1.104
S -2.210 4.502 -0.938
S -3.365 4.545 -2.557
S -3.628 2.730 -3.313
C -2.800 -4.011 0.169
C -2.107 -2.923 0.954
C -1.968 -3.004 2.338
C -1.316 -1.998 3.047
C -1.156 -2.084 4.547
C -0.793 -0.910 2.367
C -0.890 -0.800 0.966
C -1.576 -1.833 0.294
N -0.344 0.238 0.217
C 0.495 1.317 0.812
C -0.322 2.229 1.755
C 0.567 3.371 2.274
C 1.781 2.795 3.012
C 2.605 1.930 2.049
C 3.082 2.779 0.867
C 1.863 3.353 0.140
C 1.048 4.228 1.098
C 0.984 2.193 -0.362
C 1.750 0.766 1.534
H -3.244 -4.755 0.831
H -2.089 -4.519 -0.488
H -3.589 -3.593 -0.460
H -2.361 -3.867 2.870
H -1.671 -2.958 4.948
H -1.559 -1.195 5.038
H -0.100 -2.161 4.819
H -0.312 -0.142 2.950
H -1.676 -1.785 -0.782
H -0.729 1.666 2.597
H -1.172 2.635 1.197
H -0.021 3.987 2.959
H 1.452 2.189 3.866
H 2.397 3.612 3.407
H 3.468 1.519 2.575
H 3.665 2.157 0.181
H 3.729 3.592 1.216
H 2.184 3.945 -0.719
H 0.192 4.656 0.570
H 1.665 5.056 1.465
H 1.569 1.568 -1.049
H 0.118 2.637 -0.881
H 1.476 0.127 2.371
H 2.298 0.144 0.826
```

Gap between HOMO and LUMO (spin up / spin down) = 6.95 / 6.17 eV
Total charge = -1
ΔE to the lowest compared entry with this formula, charge and spin = 0.0 kcal/mol
Multiplicity = 6

Results of the natural (NBO) charge analysis, in e, for atoms 1 through 2: atom 1 (Ir): 1.038, atom 2 (O): -0.654

The highest multiplicity belongs to which entry?
C25H27IrN2O5S4

Which formula does entry 1 have?
C25H27F4